(1)
This record from OMol25 describes a cluster of 2 separate species, C3H6INO3 in total. The level of theory is ωB97M-V/def2-TZVPD.

Summary:
Maximum force   0.1309 Eh/bohr
Spin multiplicity   3
Energy above the lowest of the compared OMol25 structures with the same formula, charge and spin   0.172 eV
<S²>   2.007

Cartesian coordinates (Å):
I1 -2.310 -0.008 -2.059
O1 0.668 -1.834 -0.441
O2 -0.138 1.723 -1.073
O3 1.886 -0.057 0.350
N1 -0.522 0.884 1.856
C1 -0.394 -0.245 1.002
C2 0.648 -0.684 0.299
C3 -0.379 0.611 -1.484
H1 0.411 -0.048 -1.768
H2 -0.199 -1.797 -0.839
H3 2.469 -0.620 -0.133
H4 -1.224 1.586 1.454
H5 0.410 1.289 1.913
H6 -1.325 -0.801 0.922


(2)
This record from OMol25 describes the ion C15H26N with charge +1. The level of theory is ωB97M-V/def2-TZVPD.

Summary:
Maximum force   0.0832 Eh/bohr
Energy above the lowest of the compared OMol25 structures with the same formula, charge and spin   2.627 eV
Charge   +1

Cartesian coordinates (Å):
N1 0.156 -1.649 -0.004
C1 0.573 3.613 0.168
C2 0.440 -0.416 2.167
C3 1.143 -0.542 -1.967
C4 0.183 -0.322 -0.812
C5 -1.751 -1.481 -1.431
C6 -1.250 -0.116 -1.352
C7 -3.182 -1.705 -0.878
C8 1.482 3.481 1.395
C9 0.561 0.976 0.003
C10 1.038 2.214 2.208
C11 0.676 2.399 -0.760
C12 0.719 0.943 1.391
C13 1.392 -2.455 0.079
C14 -0.469 -1.389 1.361
C15 -0.903 -2.469 -0.663
H1 -1.236 0.365 -2.315
H2 1.627 4.310 2.107
H3 2.198 -0.377 -1.593
H4 1.458 -3.213 0.820
H5 -3.780 -0.744 -0.858
H6 -0.381 3.803 0.493
H7 -0.510 -3.189 -1.434
H8 1.856 2.236 2.879
H9 0.797 4.495 -0.558
H10 -0.124 -0.084 3.087
H11 -1.842 0.439 -0.558
H12 1.071 0.267 -2.758
H13 -3.034 -2.030 0.166
H14 2.472 3.236 0.870
H15 -1.571 -3.070 -0.076
H16 1.455 -0.895 2.471
H17 -1.471 -0.897 1.186
H18 -3.745 -2.527 -1.419
H19 0.193 2.403 2.853
H20 2.128 -1.748 0.574
H21 -0.130 2.543 -1.493
H22 -0.614 -2.390 1.834
H23 1.727 -2.943 -0.942
H24 -1.835 -1.914 -2.403
H25 1.533 2.366 -1.444
H26 0.950 -1.520 -2.392


(3)
This record from OMol25 describes a cluster of 10 separate species, C66H146N6O10 in total. The level of theory is ωB97M-V/def2-TZVPD.

Summary:
Maximum force   0.0789 Eh/bohr
Energy above the lowest of the compared OMol25 structures with the same formula, charge and spin   8.169 eV

Cartesian coordinates (Å):
O1 -6.570 21.446 -4.467
O2 -10.483 9.043 3.094
O3 -7.602 16.303 3.319
O4 -11.447 13.417 -5.096
O5 -1.074 14.443 -5.591
O6 -13.204 11.040 -5.133
O7 -5.390 11.412 3.757
O8 -8.981 11.975 -4.098
O9 -3.745 6.398 -3.230
O10 -9.363 6.723 0.220
N1 -2.216 14.541 -4.740
N2 -8.325 16.008 2.216
N3 -8.842 5.467 0.603
N4 -3.141 7.344 -4.064
N5 -12.276 10.167 -4.480
N6 -6.928 20.447 -3.530
C1 -4.388 9.200 -2.833
C2 -10.560 8.249 -4.809
C3 -8.000 18.207 -2.980
C4 -12.531 9.837 -3.097
C5 -7.484 4.061 2.255
C6 -7.568 11.015 -2.306
C7 -2.890 9.689 -5.751
C8 -3.277 15.377 -5.316
C9 -8.969 19.634 -4.801
C10 -9.100 14.473 0.422
C11 -12.522 11.218 -2.316
C12 -4.361 10.534 3.463
C13 -11.409 8.919 -2.473
C14 -1.402 15.634 -2.441
C15 -12.892 8.082 -5.866
C16 -2.032 8.362 -2.066
C17 -7.920 3.249 -0.085
C18 -5.680 21.841 -1.797
C19 -9.846 4.267 -1.384
C20 -7.615 19.232 -4.091
C21 -10.622 15.376 -4.149
C22 -9.395 13.789 2.721
C23 -5.912 20.423 -2.500
C24 -13.923 9.095 -2.842
C25 -5.043 7.125 -5.793
C26 -4.862 9.648 2.352
C27 -7.103 13.834 1.819
C28 -8.024 5.498 1.879
C29 -7.540 5.316 -1.478
C30 -10.926 7.751 -3.441
C31 -3.085 11.397 3.327
C32 -7.722 11.789 -3.577
C33 -3.518 15.051 -6.789
C34 -2.336 9.712 -4.302
C35 -6.706 11.258 -4.654
C36 -4.512 14.902 -2.945
C37 -6.438 19.420 -1.490
C38 -11.803 9.085 -5.437
C39 -1.001 13.166 -2.982
C40 -11.281 14.719 -5.436
C41 -4.539 19.895 -2.981
C42 -4.595 15.138 -4.517
C43 -2.872 5.923 -6.036
C44 -10.545 16.777 3.081
C45 -6.846 6.518 1.778
C46 -1.977 14.363 -3.266
C47 -2.860 16.827 -5.308
C48 -12.158 9.831 1.550
C49 -8.484 14.591 1.866
C50 -9.041 18.503 2.076
C51 -8.863 5.977 3.115
C52 -6.862 3.366 1.094
C53 -11.158 9.713 -6.718
C54 -2.932 8.338 -6.410
C55 -6.752 18.529 -5.174
C56 -3.547 7.187 -5.481
C57 -3.306 14.016 -2.618
C58 -9.420 17.038 2.036
C59 -10.775 10.062 2.235
C60 -3.001 8.608 -3.339
C61 -8.497 4.581 -0.546
C62 -6.844 18.001 -1.955
C63 -10.338 15.342 0.083
C64 -9.721 10.328 1.078
C65 -10.063 16.808 0.567
C66 -10.386 14.838 -6.713
H1 -4.159 15.718 -7.367
H2 -6.568 11.077 -1.878
H3 -9.376 13.484 0.056
H4 -14.671 9.639 -3.419
H5 -1.276 9.504 -4.443
H6 -6.968 11.870 -5.517
H7 -12.336 8.912 0.991
H8 -10.208 16.212 3.951
H9 -6.239 10.980 3.871
H10 -3.900 14.035 -6.883
H11 -6.458 13.825 2.698
H12 -8.771 10.683 1.476
H13 -3.797 19.977 -2.187
H14 -9.684 3.783 -2.347
H15 -9.593 5.227 3.418
H16 -10.608 9.554 -2.095
H17 -8.764 2.600 0.152
H18 -6.421 14.451 1.234
H19 -5.478 6.413 -5.092
H20 -2.701 17.376 -4.379
H21 -5.845 18.055 -4.798
H22 -4.374 10.256 -2.563
H23 -3.414 8.347 -7.388
H24 -4.029 8.948 2.270
H25 -2.619 15.033 -7.406
H26 -10.295 7.374 -5.403
H27 -5.482 8.087 -5.526
H28 -3.206 13.822 -1.550
H29 -0.750 13.038 -1.930
H30 -7.150 7.529 1.508
H31 -2.937 6.196 -2.754
H32 -4.877 8.540 -2.116
H33 -12.255 15.190 -5.570
H34 -6.273 6.435 2.702
H35 -9.705 20.017 -4.095
H36 -10.113 11.182 0.526
H37 -1.773 9.264 -1.512
H38 -7.331 19.937 -1.137
H39 -12.263 10.535 0.724
H40 -12.381 7.378 -6.522
H41 -12.991 9.965 2.240
H42 -13.062 11.978 -2.881
H43 -7.037 10.248 -4.894
H44 -9.578 17.391 -0.216
H45 -11.259 15.191 -3.284
H46 -10.378 15.893 -6.985
H47 -9.593 15.060 -3.981
H48 -8.890 18.580 -2.473
H49 -7.149 12.864 1.325
H50 -5.645 11.295 -4.407
H51 -2.846 5.103 -5.318
H52 -10.762 14.310 -7.589
H53 -3.050 12.013 2.428
H54 -2.354 10.283 -6.492
H55 -5.915 3.813 0.791
H56 -7.294 12.770 -3.372
H57 -6.136 6.238 1.000
H58 -2.802 11.951 4.222
H59 -6.712 16.383 2.969
H60 -10.310 5.232 -1.586
H61 -4.514 18.833 -3.227
H62 -2.595 10.713 -3.957
H63 -3.359 5.557 -6.940
H64 -1.827 5.927 -6.348
H65 -7.150 17.356 -1.131
H66 -13.508 7.635 -5.086
H67 -9.413 6.872 2.823
H68 -5.825 9.140 2.405
H69 -1.875 16.606 -2.581
H70 -0.329 15.564 -2.623
H71 -6.582 5.572 -1.024
H72 -1.304 12.217 -3.424
H73 -5.392 14.533 -4.951
H74 -2.211 10.783 3.106
H75 -5.976 17.473 -2.349
H76 -10.179 7.164 -2.906
H77 -9.470 18.762 -5.222
H78 -9.379 14.458 -6.541
H79 -11.278 14.887 0.393
H80 -2.434 7.592 -1.407
H81 -5.108 16.100 -4.501
H82 -3.698 17.363 -5.751
H83 -11.101 17.131 0.649
H84 -1.024 8.102 -2.388
H85 -1.055 13.499 -5.768
H86 -14.244 9.061 -1.801
H87 -6.595 22.409 -1.633
H88 -5.001 9.224 -3.733
H89 -4.299 9.857 4.316
H90 -12.784 11.873 -5.356
H91 -11.732 7.045 -3.641
H92 -1.419 15.436 -1.369
H93 -10.828 17.673 3.634
H94 -7.469 2.697 -0.910
H95 -10.600 13.143 -4.736
H96 -10.822 8.915 -7.380
H97 -3.596 13.038 -3.000
H98 -3.931 10.009 -5.751
H99 -8.182 6.144 3.950
H100 -11.068 9.107 3.852
H101 -7.976 6.256 -1.816
H102 -8.189 17.241 -3.448
H103 -1.909 8.074 -6.681
H104 -11.520 11.634 -2.212
H105 -11.465 16.377 2.654
H106 -10.525 16.457 -4.252
H107 -4.171 20.400 -3.874
H108 -8.178 18.719 1.445
H109 -7.872 9.968 -2.328
H110 -5.388 6.983 -6.817
H111 -10.400 15.306 -1.004
H112 -10.328 10.404 -6.576
H113 -6.633 2.323 1.313
H114 -8.156 11.371 -1.460
H115 -8.644 18.833 3.036
H116 -11.836 10.271 -7.364
H117 -6.443 19.250 -5.931
H118 -0.088 13.475 -3.492
H119 -5.771 19.182 -0.661
H120 -9.356 11.128 -4.352
H121 -6.600 4.235 2.868
H122 -11.779 8.387 -1.596
H123 -4.365 15.897 -2.526
H124 -13.832 8.086 -3.243
H125 -8.272 3.494 2.751
H126 -7.133 22.213 -4.337
H127 -5.031 21.798 -0.922
H128 -1.945 16.955 -5.887
H129 -5.404 14.552 -2.425
H130 -12.992 11.157 -1.334
H131 -10.857 10.989 2.804
H132 -9.112 12.737 2.672
H133 -9.484 9.411 0.538
H134 -4.819 10.190 1.408
H135 -8.747 20.345 -5.596
H136 -10.460 13.998 2.619
H137 -9.848 19.211 1.888
H138 -13.644 8.535 -6.513
H139 -5.154 22.368 -2.592
H140 -8.343 14.897 -0.238
H141 -7.430 4.647 -2.331
H142 -9.638 8.827 -4.740
H143 -10.315 6.646 0.316
H144 -9.181 14.160 3.724
H145 -7.372 17.838 -5.746
H146 -10.602 3.818 -0.740


(4)
This record from OMol25 describes a cluster of 9 separate species, C5H30N2O8 in total. The level of theory is ωB97M-V/def2-TZVPD.

Summary:
Maximum force   0.0561 Eh/bohr
Energy above the lowest of the compared OMol25 structures with the same formula, charge and spin   3.295 eV

Cartesian coordinates (Å):
O1 1.357 -2.349 2.153
O2 -2.596 0.528 -2.246
O3 1.376 3.843 0.740
O4 0.194 2.289 -2.958
O5 1.091 0.038 -1.671
O6 3.672 -0.531 -1.490
O7 3.671 -2.031 0.543
O8 -2.612 3.035 -0.156
N1 0.064 -2.490 -1.224
N2 -0.820 0.044 0.714
C1 -0.414 0.211 2.168
C2 -1.471 -1.251 0.499
C3 -2.972 -0.992 0.745
C4 -1.242 -1.867 -0.909
C5 0.896 0.974 2.385
H1 3.849 -2.076 -0.419
H2 -2.125 -2.506 -1.005
H3 1.863 -2.040 1.401
H4 3.933 -1.120 0.714
H5 1.422 3.117 0.098
H6 2.716 -0.206 -1.350
H7 0.605 2.889 -2.323
H8 -2.780 0.726 -1.323
H9 -3.213 0.085 0.729
H10 -1.241 -2.015 1.244
H11 1.559 0.342 2.939
H12 1.696 4.584 0.212
H13 0.341 -2.955 -0.361
H14 -2.624 3.042 -1.111
H15 0.466 1.382 -2.704
H16 1.361 -0.947 -1.755
H17 -0.254 -0.777 2.606
H18 -3.419 -1.333 1.673
H19 -1.257 -1.006 -1.607
H20 0.520 0.020 -0.872
H21 1.264 1.225 1.372
H22 1.655 -3.236 2.362
H23 -1.248 0.728 2.707
H24 -1.706 0.817 -2.473
H25 -3.828 -1.313 0.121
H26 -3.115 3.614 0.412
H27 3.858 -0.008 -2.285
H28 0.003 -3.263 -1.875
H29 0.913 1.926 3.015
H30 -1.406 0.857 0.567